# 1
Molecular formula: C18H24F3OSi2
Method: DFT, wB97M-V/def2-TZVPD

Structure (ORCA input):
```
! RIJCOSX wB97M-V def2-TZVPD def2/J DEFGRID3
* xyz 1 1
C 1.344 1.284 3.949
Si 0.160 2.514 3.045
C 1.005 3.394 1.544
H 0.653 -0.824 -0.054
O -1.012 1.558 2.344
Si -2.353 0.832 1.739
C -3.904 1.454 2.617
C -2.514 1.173 -0.089
C -2.228 -1.028 1.954
H 2.307 1.088 3.450
H 1.577 1.679 4.959
H 0.855 0.304 4.070
H 1.995 3.018 1.248
H 0.369 3.321 0.649
H 1.129 4.471 1.780
H -4.815 0.935 2.280
H -3.833 1.315 3.703
H -4.056 2.526 2.436
H -3.331 0.604 -0.547
H -2.709 2.232 -0.286
H -1.601 0.916 -0.635
H -3.018 -1.543 1.395
H -1.265 -1.403 1.598
H -2.328 -1.315 3.006
F 4.292 1.397 -2.903
C 4.015 0.256 -2.177
C 5.061 -0.602 -1.843
C 4.723 -1.703 -1.063
F 5.751 -2.521 -0.653
C 3.408 -1.983 -0.698
C 2.368 -1.175 -1.169
C 0.948 -1.549 -0.772
C -0.203 -1.586 -1.765
C -1.341 -2.321 -1.392
C -2.547 -2.221 -2.084
C -2.641 -1.375 -3.196
C -1.508 -0.640 -3.547
F -1.641 0.327 -4.501
C -0.281 -0.743 -2.877
C 2.687 0.028 -1.822
H 6.078 -0.381 -2.159
H 3.215 -2.842 -0.051
H 0.990 -2.516 -0.250
H -1.287 -2.962 -0.521
H -3.413 -2.793 -1.762
H -3.571 -1.243 -3.736
H 0.555 -0.129 -3.177
H 1.912 0.771 -2.035
*
```

Output
**LUMO**: -7.24 eV
**DFT total energy**: -45005.386 eV
**HOMO energy**: -11.39 eV
**HOMO-LUMO gap**: 4.1470 eV



# 2
Molecular formula: C8H11N2
Method: DFT, wB97M-V/def2-TZVPD

Structure (ORCA input):
```
! RIJCOSX wB97M-V def2-TZVPD def2/J DEFGRID3
* xyz 1 1
C -2.736 1.569 -0.274
C -1.732 0.913 -0.238
C 2.446 1.476 0.068
C 2.769 0.304 -0.536
C 0.582 0.204 -0.235
C -1.134 -1.309 -1.240
C -1.001 -1.068 1.953
C -0.791 -0.152 -0.420
N 1.003 1.398 0.244
N 1.637 -0.480 -0.660
H -3.452 2.248 0.125
H 3.072 2.391 0.272
H 3.669 -0.129 -0.681
H -2.130 -1.908 -1.205
H -0.371 -2.061 -1.124
H -0.996 -0.909 -2.238
H -1.614 -1.951 1.807
H 0.035 -1.071 2.204
H -1.446 -0.213 2.488
H 0.453 2.172 0.528
H 1.736 -1.424 -0.837
*
```

Output
**LUMO (spin up / spin down)**: -5.07 / -3.81 eV
**DFT total energy**: -11443.216 eV
**HOMO energy (spin up / spin down)**: -12.38 / -11.97 eV
**HOMO-LUMO gap (spin up / spin down)**: 7.3014 / 8.1571 eV



# 3
Molecular formula: CH5N2O2PS
Method: DFT, wB97M-V/def2-TZVPD

Structure (ORCA input):
```
! RIJCOSX wB97M-V def2-TZVPD def2/J DEFGRID3
* xyz 0 1
C -0.142 -0.139 0.074
N -0.120 -1.305 -0.604
N 0.777 0.586 0.738
O -2.292 1.409 -0.523
O -2.599 -0.787 0.589
P 2.349 0.188 0.979
S -1.768 0.378 0.650
H 0.708 -1.847 -0.587
H -0.984 -1.724 -0.927
H -1.504 1.553 -1.072
H 2.811 0.004 -0.406
H 2.764 1.684 1.089
*
```

Output
**LUMO**: 0.05 eV
**DFT total energy**: -28315.125 eV
**HOMO energy**: -8.90 eV
**HOMO-LUMO gap**: 8.9478 eV



# 4
Molecular formula: C38H114N6O18
Method: DFT, wB97M-V/def2-TZVPD

Structure (ORCA input):
```
! RIJCOSX wB97M-V def2-TZVPD def2/J DEFGRID3
* xyz 0 1
C 1.410 -2.535 -4.245
O 0.855 -3.567 -5.021
H 2.192 -1.969 -4.781
H 0.685 -1.761 -3.949
H 1.876 -2.969 -3.370
H 0.526 -3.206 -5.849
C 0.422 3.393 -1.845
O 0.717 4.766 -1.617
H -0.641 3.207 -2.017
H 0.924 2.993 -2.739
H 0.661 2.792 -0.960
H 1.612 4.766 -1.230
C -1.053 4.067 2.446
O -1.447 5.416 2.197
H -0.281 3.718 1.765
H -0.774 3.891 3.491
H -1.924 3.394 2.329
H -1.678 5.832 3.030
C 2.616 -2.839 2.212
O 3.316 -2.514 3.408
H 3.192 -3.502 1.572
H 1.659 -3.337 2.427
H 2.315 -1.950 1.630
H 2.821 -1.769 3.792
C 3.273 4.383 0.982
O 3.264 4.398 -0.473
H 2.248 4.319 1.335
H 3.810 3.506 1.353
H 3.743 5.285 1.381
H 4.120 4.070 -0.760
C -5.154 2.884 -0.035
O -5.004 3.655 -1.214
H -5.581 1.925 -0.313
H -4.189 2.707 0.439
H -5.820 3.387 0.671
H -4.803 4.566 -0.974
C -4.128 2.954 -4.569
O -5.239 2.574 -3.787
H -4.126 4.026 -4.793
H -3.179 2.684 -4.083
H -4.135 2.396 -5.508
H -5.061 2.939 -2.898
C -2.306 -3.119 3.886
O -2.998 -1.935 3.487
H -3.047 -3.860 4.197
H -1.694 -3.531 3.082
H -1.717 -2.943 4.801
H -2.310 -1.273 3.268
C 1.525 -3.993 -0.664
O 0.677 -4.499 0.400
H 1.012 -4.136 -1.619
H 1.927 -2.995 -0.548
H 2.399 -4.661 -0.655
H 0.416 -5.383 0.130
C 1.270 -1.356 5.854
O 1.852 -0.582 4.790
H 0.182 -1.233 5.852
H 1.524 -2.402 5.704
H 1.680 -1.064 6.825
H 1.794 0.371 5.058
C -2.812 1.502 5.135
O -1.491 2.001 5.105
C -0.880 1.908 6.360
C 0.408 2.705 6.347
N 1.338 2.154 5.355
C 2.672 2.748 5.426
C 2.685 4.227 5.153
O 2.045 4.378 3.898
C 1.700 5.710 3.623
H -3.408 2.057 5.864
H -2.834 0.425 5.331
H -3.245 1.657 4.147
H -0.693 0.866 6.665
H -1.533 2.313 7.153
H 0.849 2.710 7.342
H 0.143 3.732 6.057
H 0.938 2.441 4.463
H 3.310 2.289 4.667
H 3.145 2.540 6.389
H 3.690 4.664 5.075
H 2.147 4.837 5.895
H 1.163 5.763 2.679
H 2.579 6.367 3.577
H 1.018 6.096 4.398
C -7.670 -2.087 -4.785
O -6.661 -1.920 -3.852
C -6.504 -0.571 -3.466
C -5.691 -0.469 -2.221
N -6.237 -1.206 -1.092
C -5.308 -1.558 -0.004
C -4.370 -2.738 -0.269
O -3.304 -2.429 -1.146
C -2.294 -3.407 -1.126
H -7.494 -3.043 -5.271
H -7.659 -1.292 -5.550
H -8.670 -2.036 -4.331
H -7.495 -0.116 -3.301
H -5.998 -0.015 -4.263
H -5.612 0.589 -1.971
H -4.697 -0.854 -2.473
H -6.595 -2.092 -1.445
H -5.906 -1.776 0.885
H -4.733 -0.662 0.267
H -4.970 -3.527 -0.748
H -3.965 -3.082 0.693
H -1.705 -3.370 -0.198
H -1.632 -3.215 -1.969
H -2.708 -4.423 -1.203
C -4.943 -1.075 -8.349
C -3.607 -1.435 -7.781
C -3.736 -2.017 -6.417
O -2.446 -2.393 -5.982
C -2.455 -2.699 -4.608
N -2.897 -2.357 -8.726
H -4.910 -0.913 -9.422
H -5.360 -0.175 -7.882
H -5.673 -1.858 -8.106
H -2.940 -0.571 -7.698
H -4.391 -2.904 -6.415
H -4.176 -1.272 -5.735
H -3.273 -3.383 -4.362
H -2.547 -1.759 -4.045
H -1.504 -3.152 -4.333
H -3.530 -3.128 -8.960
H -2.173 -2.834 -8.179
C 8.482 0.693 1.375
C 8.037 -0.434 2.278
C 6.535 -0.516 2.379
O 5.979 0.745 2.495
C 4.565 0.659 2.501
N 8.507 -1.721 1.708
H 7.874 0.736 0.468
H 9.528 0.563 1.077
H 8.447 1.687 1.829
H 8.402 -0.280 3.306
H 6.256 -1.180 3.213
H 6.168 -1.048 1.477
H 4.239 0.336 1.502
H 4.175 1.650 2.737
H 4.162 -0.026 3.254
H 8.016 -2.501 2.136
H 9.494 -1.831 1.912
C 0.994 1.144 1.813
C -0.416 0.641 1.889
C -0.694 -0.217 0.689
O -0.580 0.636 -0.431
C -0.906 0.015 -1.643
N -0.700 -0.114 3.123
H 1.186 1.673 0.875
H 1.724 0.335 1.903
H 1.198 1.896 2.581
H -1.096 1.496 1.865
H -1.702 -0.657 0.704
H 0.027 -1.054 0.653
H -0.524 0.629 -2.477
H -1.981 0.028 -1.885
H -0.461 -0.975 -1.791
H 0.160 -0.580 3.417
H -0.922 0.516 3.900
C 5.041 -3.486 -1.298
C 4.869 -2.683 -2.575
C 4.329 -1.268 -2.327
O 3.083 -1.291 -1.665
C 2.601 0.009 -1.437
N 6.201 -2.625 -3.216
H 5.912 -3.131 -0.740
H 5.131 -4.543 -1.541
H 4.200 -3.410 -0.611
H 4.145 -3.207 -3.203
H 4.192 -0.770 -3.303
H 5.089 -0.705 -1.757
H 2.350 0.514 -2.382
H 3.283 0.644 -0.854
H 1.672 -0.067 -0.871
H 6.827 -2.159 -2.558
H 6.178 -2.015 -4.033
*
```

Output
**LUMO**: 0.23 eV
**DFT total energy**: -87042.647 eV
**HOMO energy**: -8.34 eV
**HOMO-LUMO gap**: 8.5720 eV